DFT (wB97M-V/def2-TZVPD) results for a cluster of 10 separate species, C34H96N8O10 in total at a distorted geometry.

XYZ file:
```
148
Properties=species:S:1:pos:R:3:forces:R:3
C -10.96010 -10.97460 1.19512 0.740 -0.677 0.161
O -9.76083 -11.56139 1.73386 -0.967 -0.464 -0.293
C -9.49372 -11.24093 3.07967 -0.280 0.910 0.797
C -8.14749 -11.79050 3.52130 -0.233 0.433 -0.504
C -7.72558 -11.30109 4.91662 -0.525 -0.207 -0.167
N -7.16707 -11.45820 2.48960 0.450 -0.137 0.695
H -10.95963 -9.88808 1.28210 0.152 0.137 0.005
H -11.86905 -11.35680 1.65969 0.005 -0.107 0.353
H -10.99291 -11.28975 0.15219 0.084 0.230 -0.007
H -9.53901 -10.15280 3.12461 0.347 0.413 0.399
H -10.20263 -11.58919 3.83085 -0.781 -0.357 -0.307
H -8.27939 -12.87047 3.58735 0.136 -0.288 -0.053
H -7.50215 -10.24176 5.04314 0.316 0.089 -0.644
H -6.87518 -11.89683 5.24827 0.064 0.129 0.144
H -8.55098 -11.42478 5.61770 -0.123 -0.464 0.057
H -6.90289 -10.51716 2.74408 0.445 0.488 -0.287
H -7.68968 -11.35814 1.63113 0.101 -0.159 -0.328
C -12.41777 -12.61512 6.07307 0.918 0.704 -0.343
O -11.07245 -12.35963 6.53564 -0.277 -0.488 -0.222
C -10.65898 -13.20025 7.61306 -0.411 0.120 -0.601
C -9.25121 -12.87787 8.09806 0.257 -0.796 0.233
C -8.89344 -13.66827 9.31169 0.358 -1.826 0.552
N -9.07444 -11.51655 8.48487 -0.613 0.984 -0.595
H -13.16001 -12.46634 6.85732 0.031 0.048 0.121
H -12.58146 -13.57634 5.58587 0.425 -0.475 0.382
H -12.55783 -11.90153 5.26112 -0.186 0.265 0.256
H -11.36928 -13.02224 8.42044 -0.041 -0.158 0.498
H -10.73757 -14.24258 7.30405 0.094 -0.256 0.041
H -8.46660 -13.06458 7.36483 -0.316 -0.395 -0.547
H -7.88485 -13.41296 9.63673 0.061 -0.034 -0.071
H -8.92831 -14.73558 9.09320 0.254 -0.177 -0.073
H -9.52210 -13.58639 10.19836 -0.421 0.610 -0.155
H -9.69396 -11.41899 9.27656 -0.005 0.734 0.375
H -9.51726 -11.03337 7.71640 -0.209 0.980 -0.022
C -4.89208 -7.30761 9.71236 -0.177 -1.344 0.795
O -5.01593 -6.68281 8.45984 1.274 0.983 1.260
C -4.21926 -5.48782 8.42723 -0.078 -0.034 -2.227
C -4.16499 -5.05434 6.91987 -0.217 1.378 0.013
C -3.44322 -5.93210 5.88750 -0.460 -0.659 1.314
N -3.64338 -3.69159 6.86289 0.647 0.705 0.173
H -3.86990 -7.54038 10.01077 0.376 0.051 -0.458
H -5.41655 -8.26258 9.67976 -0.055 -0.047 -0.251
H -5.30435 -6.80215 10.58565 -0.365 0.775 -0.282
H -4.61289 -4.68444 9.04992 -0.563 0.023 -0.209
H -3.20053 -5.60466 8.79686 0.230 -0.743 0.030
H -5.18515 -4.84673 6.59697 -0.388 -0.836 0.104
H -2.42694 -6.12451 6.23138 0.126 -0.151 0.050
H -3.35626 -5.46985 4.90421 -0.372 0.094 0.087
H -3.98950 -6.87424 5.84209 0.289 -0.146 -0.348
H -2.63484 -3.70009 6.80933 0.418 -0.106 0.388
H -3.87555 -3.30142 5.96069 -0.372 0.170 -0.088
C -8.88869 -17.46932 5.81071 0.353 0.641 0.377
O -8.21773 -16.58056 6.69581 0.636 -0.463 -0.502
C -7.13998 -15.87061 6.09375 -0.055 1.957 1.611
C -6.24112 -15.45451 7.31551 0.601 0.419 -1.613
C -5.11661 -14.55375 6.88713 0.675 0.178 -0.989
N -5.67744 -16.63009 7.93547 -0.599 0.002 0.659
H -8.22291 -18.26768 5.48288 0.054 -0.124 -0.086
H -9.19696 -16.87225 4.95247 -0.490 -0.351 -0.222
H -9.71024 -17.89055 6.39012 -0.117 0.059 -0.357
H -6.60875 -16.30205 5.24536 0.176 -1.039 0.368
H -7.49385 -14.93649 5.65753 -0.538 0.306 -0.094
H -6.81235 -14.78573 7.95936 -0.559 -0.810 0.491
H -4.43036 -14.22480 7.66749 -0.497 0.107 0.438
H -5.51394 -13.68808 6.35717 0.151 0.162 0.004
H -4.44758 -15.08274 6.20841 0.002 -0.098 -0.444
H -6.41511 -17.31163 7.82846 0.076 -0.649 0.439
H -4.90072 -16.93373 7.36573 0.137 -0.154 -0.143
C -3.09289 -8.73294 12.96472 0.132 -0.797 -0.605
O -3.00361 -9.67320 11.86098 -0.696 0.737 0.986
C -2.03009 -10.66889 12.06305 0.224 -0.803 -0.196
C -2.25152 -11.86095 11.09649 -1.693 1.108 -1.074
C -3.55558 -12.67509 11.27010 -0.083 0.204 0.887
N -1.17648 -12.76275 11.08285 2.362 -0.905 1.118
H -3.86246 -7.98836 12.76112 -0.109 -0.303 -0.219
H -2.16724 -8.18210 13.13162 0.326 -0.106 -0.168
H -3.32962 -9.27570 13.87985 -0.118 0.015 0.102
H -1.06511 -10.18593 11.90921 0.488 -0.264 -0.387
H -1.95182 -11.08367 13.06800 -0.582 0.148 0.506
H -2.17355 -11.42125 10.10216 -1.246 0.673 -0.382
H -3.66426 -13.50294 10.56943 0.127 0.388 -0.629
H -4.47985 -12.10144 11.33892 0.123 0.280 -0.499
H -3.56235 -13.23338 12.20625 0.514 0.170 0.441
H -1.22370 -13.38104 10.28561 -0.431 -0.284 0.094
H -0.36756 -12.20413 10.85112 0.631 -0.032 0.299
C -2.76252 -9.49187 0.17261 1.177 0.209 -1.024
O -3.16642 -8.91841 1.36301 -0.423 0.018 0.196
C -4.56763 -9.12828 1.51217 1.058 0.551 1.725
C -4.92243 -8.45347 2.88608 -0.458 -1.334 0.220
C -4.46514 -9.17439 4.17636 0.732 0.102 -1.279
N -6.35529 -8.36346 2.99115 -0.975 0.215 -0.593
H -2.65104 -10.57614 0.16605 -0.436 -0.319 0.363
H -1.76678 -9.12341 -0.07406 0.045 0.204 0.044
H -3.42713 -9.19659 -0.63930 -0.125 -0.063 -0.253
H -5.09000 -8.67499 0.66970 -0.278 0.357 -0.003
H -4.72327 -10.20466 1.43945 -0.549 -0.149 0.522
H -4.51204 -7.44430 2.92152 0.629 -0.002 -0.334
H -4.84029 -8.60787 5.02866 0.343 0.021 0.083
H -3.37970 -9.20070 4.08033 0.161 0.044 0.740
H -4.80147 -10.20355 4.30209 -0.294 0.013 -0.449
H -6.65155 -7.70584 2.28414 -0.536 0.090 -0.131
H -6.60253 -7.95482 3.88109 -0.136 0.032 0.271
C -0.93899 -13.79049 7.53695 -0.536 0.764 -0.057
O -1.20865 -14.42122 8.78397 0.219 -0.025 -1.762
C -1.81367 -15.68004 8.55891 -0.156 0.233 0.360
C -1.86109 -16.37626 9.88719 1.069 -0.865 0.741
C -0.56666 -17.06339 10.28647 0.555 -0.241 0.277
N -2.92810 -17.30773 9.97410 -1.984 -0.863 -0.189
H -1.84451 -13.64751 6.94729 -0.437 -0.348 -0.024
H -0.24451 -14.33534 6.89747 0.299 -0.119 0.287
H -0.62254 -12.75967 7.69617 0.497 -0.190 0.324
H -2.82345 -15.61970 8.15296 -0.390 0.687 0.207
H -1.32775 -16.25509 7.77069 0.805 -0.189 0.120
H -2.03259 -15.69875 10.72365 -0.134 0.685 -0.395
H -0.23417 -17.86295 9.62446 -0.037 0.210 -0.542
H -0.68377 -17.59221 11.23237 -0.254 0.293 0.196
H 0.22894 -16.33101 10.42336 0.124 -0.054 -0.181
H -3.78418 -16.80395 9.79122 -0.578 0.369 0.556
H -3.01616 -17.94038 9.19173 0.905 -0.582 -0.249
C -12.88463 -7.69376 3.15883 0.034 0.278 0.661
O -11.83319 -8.09673 4.01829 0.181 -0.709 -0.773
C -11.15922 -7.04143 4.64486 0.806 -0.802 1.355
C -9.94420 -7.57231 5.51682 -1.023 -0.504 -0.581
C -10.19819 -8.73904 6.45841 -0.725 -1.365 0.369
N -9.33314 -6.52988 6.29807 -0.872 0.510 -0.106
H -12.68658 -6.79177 2.57979 0.618 0.023 -0.260
H -13.73551 -7.39535 3.77125 -0.454 -0.333 0.021
H -13.11536 -8.51615 2.48168 -0.096 0.036 0.193
H -10.73286 -6.39557 3.87728 -0.060 0.496 0.035
H -11.86747 -6.53436 5.30012 0.063 0.537 0.088
H -9.19445 -7.89937 4.79640 -0.055 -0.578 -0.476
H -10.60334 -9.62518 5.96982 0.007 0.016 -0.434
H -10.84298 -8.63315 7.33084 -0.626 1.033 -0.258
H -9.32739 -9.10390 7.00311 0.787 0.401 -0.600
H -9.05748 -5.82118 5.63335 0.467 0.385 0.195
H -8.51809 -7.02955 6.62383 0.760 0.714 0.459
C -4.24897 -10.86041 7.47715 -0.639 -0.067 -0.125
C -5.51567 -11.10272 8.27715 0.646 0.516 0.765
O -6.59073 -10.37390 7.74521 0.408 0.265 -0.738
H -3.48018 -11.52637 7.86902 0.100 -0.175 -0.413
H -3.84912 -9.84703 7.51287 -0.286 0.148 0.248
H -4.56334 -11.04078 6.44917 0.673 -0.322 -0.230
H -5.34317 -10.76975 9.30061 -0.023 -0.161 0.349
H -5.72132 -12.17285 8.30234 -0.150 -0.116 -0.058
H -7.42795 -10.80763 7.92565 -0.589 -0.317 0.624
O -6.87506 -7.84270 6.94513 -0.429 0.364 -0.861
H -6.76647 -8.77396 7.13803 0.100 -0.777 0.186
H -6.27245 -7.40172 7.54397 0.340 0.452 0.183
```
Forces are in eV/Å.

Energy relative to the best compared isomer or geometry (same formula, charge and spin) ... 119.0 kJ/mol
Gap between HOMO and LUMO ... 9.16 eV
Energy ... -69204.8070 eV
SMILES ... COC[C@H](C)N.COC[C@H](C)N.COC[C@H](C)N.COC[C@H](C)N.COC[C@H](C)N.COC[C@H](C)N.COC[C@H](C)N.COC[C@H](C)N.CCO.O
Highest occupied orbital energy ... -8.549 eV
E_LUMO ... 0.6 eV
Spin multiplicity ... 1